Run one
17
Properties=species:S:1:pos:R:3 method="wB97M-V/def2-TZVPD" mol_weight_g_mol=89.1 orbital_gap_ev=8.97
C 0.4800 -0.1971 -0.0435
C -0.0880 -1.6017 -0.0176
C 1.4136 0.1267 1.1012
N -1.0166 0.8399 0.2915
N 0.8093 0.1997 -1.3087
N -1.6235 1.1104 -1.1040
H -1.7167 0.5496 0.9660
H 1.3674 1.0511 -1.3014
H -0.3649 0.6349 -1.7386
H -2.5138 0.6110 -1.0621
H -1.0136 1.9005 0.1081
H 0.7154 -2.3220 -0.1661
H 1.7462 1.1642 1.0526
H -0.8174 -1.7126 -0.8191
H -0.5815 -1.7928 0.9340
H 0.9158 -0.0408 2.0556
H 2.2882 -0.5212 1.0522


Run two
17
Properties=species:S:1:pos:R:3 method="wB97M-V/def2-TZVPD" mol_weight_g_mol=89.1 orbital_gap_ev="9.11 / 8.26"
C 1.1097 -1.0627 -0.4206
C 1.5179 1.1847 0.3888
C -1.9765 0.0313 -1.0039
N -1.3334 0.2323 1.3290
N 0.8660 0.2917 -0.5950
N -1.2922 0.6755 0.0656
H 2.0284 -1.3784 -0.9047
H 1.2082 -1.3318 0.5983
H 0.2863 -1.5401 -0.9549
H 1.3523 0.7043 1.3721
H 2.5869 1.2410 0.0851
H 0.8710 2.0333 0.2785
H -2.9039 -0.1206 -0.6886
H -1.8565 0.6899 -1.8814
H -1.4242 -0.9157 -1.1619
H -1.4504 -0.8548 1.3770
H -0.4994 0.5403 1.8754


Run three
17
Properties=species:S:1:pos:R:3 method="wB97M-V/def2-TZVPD" mol_weight_g_mol=89.1 smiles="C=NC.NCN" orbital_gap_ev=9.78
C -1.0640 -1.0294 0.2537
C -3.1977 -1.6024 -0.1793
N -2.4204 -1.2704 0.7570
H -0.4592 -0.2094 0.7375
H -1.2674 -0.4186 -0.7159
H -0.4533 -1.8868 0.1374
H -3.9278 -2.4580 0.0057
H -2.8302 -1.4241 -1.2269
N 2.9981 0.8869 0.5269
C 1.9207 0.7287 -0.4378
N 1.0902 1.8834 -0.6675
H 2.7450 0.7812 1.5357
H 3.4299 1.8950 0.4618
H 2.5924 0.6135 -1.5095
H 1.3720 -0.2130 -0.2399
H 0.4316 1.7607 -1.4109
H 0.7378 2.4793 0.0911


Which is the most stable structure? run three is the most stable.


Run one
15
Properties=species:S:1:pos:R:3 method="wB97M-V/def2-TZVPD" mol_weight_g_mol=90.2 smiles=CC[C@H](C)S orbital_gap_ev=9.91
C -1.7801 -0.6027 0.0787
C -0.3328 -0.9824 -0.1844
C 0.8230 -0.0427 0.3615
C 0.5609 1.3480 -0.2059
H -1.7498 -0.0429 1.0530
H -2.3764 -1.4743 -0.0359
H -2.2275 0.0753 -0.6181
H -0.2102 -1.9281 0.0461
H -0.2249 -1.0211 -1.2796
H 0.8052 0.0603 1.4857
H 0.6646 1.4947 -1.3334
H 0.8773 2.1465 0.4697
H -0.4503 1.2058 -0.0783
H 3.1257 0.4897 0.3108
S 2.4954 -0.7260 -0.0697


Run two
15
Properties=species:S:1:pos:R:3 method="wB97M-V/def2-TZVPD" mol_weight_g_mol=90.2 smiles="C=C.CCS" orbital_gap_ev=9.99
C -2.6306 -3.3361 -0.4414
C -3.0619 -2.2815 -1.1488
H -3.3700 -4.0607 -0.1134
H -1.6126 -3.7007 -0.4881
H -4.0673 -2.2675 -1.5364
H -2.2442 -1.7632 -1.6250
C 1.8595 1.8051 -0.3390
C 1.5438 2.4021 1.0365
S 1.7497 1.2900 2.4529
H 2.9474 1.6489 -0.3980
H 1.6182 2.4330 -1.1922
H 1.4581 0.8046 -0.5211
H 2.2574 3.2022 1.1844
H 0.5107 2.7389 0.9557
H 3.0417 1.0849 2.1739


Which is the most stable structure? run one is the most stable.


Run one
15
Properties=species:S:1:pos:R:3 method="wB97M-V/def2-TZVPD" mol_weight_g_mol=90.2 smiles="C=CC.CS" orbital_gap_ev=9.93
C 2.3743 1.2937 0.5076
S 3.2248 2.6206 1.3860
H 1.8157 0.7103 1.2353
H 1.6584 1.7418 -0.1783
H 3.0002 0.6345 -0.0836
H 4.3523 1.9776 1.7026
C -1.5440 -1.7050 0.3294
C -2.2735 -0.6498 -0.4665
C -1.9551 -0.3371 -1.7162
H -0.4610 -1.6102 0.2639
H -1.9151 -1.6675 1.3499
H -1.7969 -2.7040 -0.0198
H -2.9720 -0.0334 0.0926
H -2.4038 0.5247 -2.1937
H -1.1045 -0.7961 -2.2091


Run two
15
Properties=species:S:1:pos:R:3 method="wB97M-V/def2-TZVPD" mol_weight_g_mol=90.2 smiles="C=C.CSC" orbital_gap_ev=9.65
C 2.3569 -0.3916 -1.4301
C 2.7886 0.7511 -0.8101
H 2.4242 -0.5317 -2.5110
H 1.6162 -1.0022 -0.9239
H 3.2386 1.5221 -1.5432
H 2.8783 1.0305 0.2514
C -2.8674 0.4235 0.6714
S -1.5600 0.0057 -0.5143
C -0.5317 -0.7398 0.8695
H -3.5912 -0.3459 0.7558
H -2.5400 0.7545 1.5916
H -3.3456 1.3518 0.2014
H -0.6766 -1.8601 0.7827
H -0.7441 -0.3352 1.8696
H 0.5538 -0.6328 0.7392


Which is the most stable structure? run one is the most stable.


Run one
15
Properties=species:S:1:pos:R:3 method="wB97M-V/def2-TZVPD" mol_weight_g_mol=90.2 smiles="C=C.CCS" orbital_gap_ev=9.82
C -0.1391 0.9063 -1.8423
C -0.6252 0.0637 -2.7377
H -0.8098 1.3016 -1.1014
H 0.8818 1.3596 -1.8022
H -1.6437 -0.3043 -2.6706
H 0.0360 -0.4810 -3.4260
C -1.3867 -1.0193 1.1001
C 0.1602 -1.0824 1.0079
S 0.9652 0.6395 1.1444
H -1.7779 -0.2222 0.4588
H -1.6732 -0.7650 2.1293
H -1.7813 -1.9499 0.7260
H 0.6993 -1.5822 1.8045
H 0.3456 -1.4663 -0.0045
H 2.1591 0.1935 0.6751


Run two
15
Properties=species:S:1:pos:R:3 method="wB97M-V/def2-TZVPD" mol_weight_g_mol=90.2 smiles="C=C.CCS" orbital_gap_ev=9.94
C 0.2985 0.8703 2.6058
C 1.4535 0.5251 3.3001
H 0.0479 1.7913 2.1442
H -0.4933 0.1552 2.6357
H 2.0131 1.2351 3.9020
H 1.7578 -0.5448 3.3620
C -1.5830 -0.2909 -2.5304
C -0.1849 -0.1141 -1.8248
S 0.5734 -1.9092 -1.3818
H -1.5659 -0.5254 -3.6438
H -1.9681 -1.2465 -2.0700
H -2.2940 0.4556 -2.2797
H -0.2290 0.3414 -0.8247
H 0.5667 0.4781 -2.3343
H 1.6073 -1.2212 -1.0603


Which is the most stable structure? run one is the most stable.